#w
A cluster of 2 separate species, C9H14O in total, computed with ωB97M-V/def2-TZVPD.

Each atom is followed by the atoms it is bonded to, with distances in Å.
Positions of all 24 atoms, in Å:
1 C 2.917 -0.052 -1.448  C3 1.473, H11 1.072, H12 1.045, H16 1.062
2 C 1.323 0.342 0.386  C3 1.386, C4 1.365, H9 1.088
3 C 1.979 -0.563 -0.432  C1 1.473, C2 1.386, C5 1.360
4 C 0.213 -0.062 1.071  C2 1.365, C6 1.407, H10 0.999
5 C 1.678 -1.887 -0.371  C3 1.360, C7 1.427, H13 1.101
6 C 0.008 -1.452 1.140  C4 1.407, C7 1.365, O8 1.404
7 C 0.683 -2.443 0.487  C5 1.427, C6 1.365, H14 0.997
8 O -1.221 -1.669 1.784  C6 1.404, H15 0.965
9 H 1.576 1.399 0.325  C2 1.088
10 H -0.369 0.633 1.489  C4 0.999
11 H 3.909 -0.060 -1.043  C1 1.072
12 H 2.876 -0.564 -2.359  C1 1.045
13 H 2.258 -2.641 -0.927  C5 1.101
14 H 0.525 -3.421 0.599  C7 0.997
15 H -1.311 -2.629 1.780  O8 0.965
16 H 2.883 0.985 -1.676  C1 1.062
17 C -3.097 1.220 -0.183  C18 1.583, H19 1.151, H20 1.108, H21 1.128
18 C -1.900 2.223 0.080  C17 1.583, H22 1.101, H23 1.080, H24 1.035
19 H -3.893 1.814 -0.765  C17 1.151
20 H -2.776 0.321 -0.746  C17 1.108
21 H -3.533 0.812 0.773  C17 1.128
22 H -1.435 2.552 1.022  C18 1.101
23 H -2.193 3.121 -0.442  C18 1.080
24 H -1.100 2.021 -0.543  C18 1.035

Calculated values
**Net charge**: 0
**Kohn-Sham gap**: 9.2 eV
**SMILES**: Cc1ccc(O)cc1.CC


#x
A cluster of 2 separate species, C9H14O in total, computed with ωB97M-V/def2-TZVPD.

Each atom is followed by the atoms it is bonded to, with distances in Å.
Positions of all 24 atoms, in Å:
1 C 1.515 1.024 -1.131  C3 1.499, H10 1.099, H11 1.090, H15 1.084
2 C 0.453 2.686 0.410  C3 1.383, C4 1.394, H8 1.084
3 C 0.940 1.409 0.199  C1 1.499, C2 1.383, C6 1.394
4 C 0.014 3.061 1.679  C2 1.394, C5 1.384, H9 1.081
5 C 0.146 2.211 2.763  C4 1.384, C7 1.393, H12 1.083
6 C 0.883 0.487 1.242  C3 1.394, C7 1.391, H13 1.084
7 C 0.668 0.939 2.540  C5 1.393, C6 1.391, H14 1.085
8 H 0.334 3.420 -0.379  C2 1.084
9 H -0.494 4.003 1.832  C4 1.081
10 H 1.261 -0.014 -1.385  C1 1.099
11 H 2.605 1.032 -1.142  C1 1.090
12 H -0.169 2.459 3.769  C5 1.083
13 H 1.247 -0.529 1.137  C6 1.084
14 H 0.844 0.244 3.354  C7 1.085
15 H 1.128 1.627 -1.945  C1 1.084
16 C -0.757 -2.308 -1.105  C17 1.547, O18 1.434, H19 1.093, H20 1.076
17 C -2.059 -3.125 -1.282  C16 1.547, H21 1.087, H23 1.095, H24 1.084
18 O -0.005 -2.128 -2.312  C16 1.434, H22 0.958
19 H -0.979 -1.319 -0.695  C16 1.093
20 H -0.072 -2.828 -0.459  C16 1.076
21 H -2.035 -3.899 -0.520  C17 1.087
22 H -0.559 -2.309 -3.072  O18 0.958
23 H -1.990 -3.675 -2.226  C17 1.095
24 H -2.920 -2.467 -1.272  C17 1.084

Calculated values
**Net charge**: 0
**Kohn-Sham gap**: 9.9 eV
**SMILES**: Cc1ccccc1.CCO


Short version: #w is the least stable of them.


#w
A cluster of 2 separate species, C9H14O in total, computed with ωB97M-V/def2-TZVPD.

Each atom is followed by the atoms it is bonded to, with distances in Å.
Positions of all 24 atoms, in Å:
1 C -0.489 -2.293 -1.962  C5 1.518, H13 1.086, H14 1.088, H16 1.089
2 C 1.735 -0.059 0.149  C3 1.385, C4 1.387, H9 1.084
3 C 1.207 -0.661 -0.982  C2 1.385, C5 1.392, H10 1.085
4 C 1.022 0.025 1.337  C2 1.387, C6 1.386, O8 1.365
5 C 0.008 -1.360 -0.873  C1 1.518, C3 1.392, C7 1.395
6 C -0.233 -0.559 1.400  C4 1.386, C7 1.386, H12 1.085
7 C -0.715 -1.276 0.317  C5 1.395, C6 1.386, H15 1.086
8 O 1.445 0.766 2.403  C4 1.365, H11 0.962
9 H 2.754 0.307 0.120  C2 1.084
10 H 1.705 -0.650 -1.945  C3 1.085
11 H 2.205 1.297 2.147  O8 0.962
12 H -0.850 -0.386 2.276  C6 1.085
13 H -1.529 -2.550 -1.780  C1 1.086
14 H -0.350 -1.821 -2.932  C1 1.088
15 H -1.666 -1.797 0.385  C7 1.086
16 H 0.032 -3.249 -1.917  C1 1.089
17 C -2.188 2.345 -0.137  C18 1.517, H19 1.090, H20 1.083, H21 1.095
18 C -1.017 2.101 -1.069  C17 1.517, H22 1.089, H23 1.088, H24 1.092
19 H -1.872 2.124 0.883  C17 1.090
20 H -2.680 3.304 -0.239  C17 1.083
21 H -2.969 1.589 -0.272  C17 1.095
22 H -0.227 2.826 -0.881  C18 1.089
23 H -1.278 2.164 -2.124  C18 1.088
24 H -0.596 1.098 -0.973  C18 1.092

Calculated values
**Net charge**: 0
**Kohn-Sham gap**: 9.3 eV
**SMILES**: Cc1ccc(O)cc1.CC


#x
A cluster of 2 separate species, C9H14O in total, computed with ωB97M-V/def2-TZVPD.

Each atom is followed by the atoms it is bonded to, with distances in Å.
Positions of all 24 atoms, in Å:
1 C -0.467 0.048 -2.223  C2 1.522, H3 1.096, H4 1.104, H5 1.083
2 C -0.088 0.836 -3.468  C1 1.522, H6 1.092, H7 1.096, H8 1.093
3 H -1.344 -0.549 -2.494  C1 1.096
4 H 0.202 -0.797 -1.982  C1 1.104
5 H -0.574 0.587 -1.289  C1 1.083
6 H 0.102 1.899 -3.308  C2 1.092
7 H -0.875 0.823 -4.230  C2 1.096
8 H 0.818 0.457 -3.950  C2 1.093
9 C -1.092 1.949 1.459  C10 1.500, H17 1.074, H18 1.103, H24 1.094
10 C -0.215 0.734 1.382  C9 1.500, C11 1.428, C12 1.377
11 C -0.910 -0.483 1.655  C10 1.428, C13 1.393, H19 1.078
12 C 1.148 0.622 1.225  C10 1.377, C14 1.396, H20 1.091
13 C -0.311 -1.738 1.732  C11 1.393, C15 1.384, H21 1.080
14 C 1.801 -0.610 1.290  C12 1.396, C15 1.393, H22 1.084
15 C 1.052 -1.767 1.494  C13 1.384, C14 1.393, O16 1.384
16 O 1.722 -2.977 1.473  C15 1.384, H23 0.946
17 H -2.152 1.786 1.401  C9 1.074
18 H -0.771 2.677 0.695  C9 1.103
19 H -1.941 -0.306 1.913  C11 1.078
20 H 1.722 1.425 0.762  C12 1.091
21 H -0.978 -2.561 1.945  C13 1.080
22 H 2.807 -0.862 0.974  C14 1.084
23 H 1.118 -3.634 1.161  O16 0.946
24 H -0.774 2.440 2.383  C9 1.094

Calculated values
**Net charge**: 0
**Kohn-Sham gap**: 9.3 eV
**SMILES**: Cc1ccc(O)cc1.CC


#y
A cluster of 2 separate species, C9H14O in total, computed with ωB97M-V/def2-TZVPD.

Each atom is followed by the atoms it is bonded to, with distances in Å.
Positions of all 24 atoms, in Å:
1 C -2.749 -2.914 0.271  C2 1.552, H3 1.077, H4 1.100, H5 1.106
2 C -3.702 -2.064 -0.611  C1 1.552, H6 1.134, H7 1.150, H8 1.109
3 H -2.304 -3.605 -0.426  C1 1.077
4 H -2.016 -2.320 0.835  C1 1.100
5 H -3.199 -3.537 1.066  C1 1.106
6 H -4.510 -1.335 -0.292  C2 1.134
7 H -4.222 -2.730 -1.391  C2 1.150
8 H -2.971 -1.432 -1.153  C2 1.109
9 C 0.721 0.017 2.004  C15 1.474, H22 1.178, H23 1.073, H24 1.152
10 C 2.263 2.189 -1.383  C11 1.400, C12 1.437, O16 1.336
11 C 2.940 2.037 -0.167  C10 1.400, C13 1.443, H18 1.112
12 C 0.986 1.532 -1.454  C10 1.437, C14 1.397, H19 1.057
13 C 2.411 1.343 0.982  C11 1.443, C15 1.375, H20 1.146
14 C 0.436 0.849 -0.367  C12 1.397, C15 1.404, H21 1.099
15 C 1.148 0.818 0.843  C9 1.474, C13 1.375, C14 1.404
16 O 2.723 2.821 -2.467  C10 1.336, H17 0.897
17 H 3.609 2.902 -2.355  O16 0.897
18 H 3.955 2.486 -0.093  C11 1.112
19 H 0.388 1.816 -2.278  C12 1.057
20 H 3.118 1.239 1.878  C13 1.146
21 H -0.601 0.483 -0.374  C14 1.099
22 H -0.042 0.625 2.665  C9 1.178
23 H 1.599 -0.355 2.496  C9 1.073
24 H 0.016 -0.864 1.774  C9 1.152

Calculated values
**Net charge**: 0
**Kohn-Sham gap**: 9.3 eV
**SMILES**: Cc1ccc(O)cc1.CC


#z
A cluster of 2 separate species, C9H14O in total, computed with ωB97M-V/def2-TZVPD.

Each atom is followed by the atoms it is bonded to, with distances in Å.
Positions of all 24 atoms, in Å:
1 C 2.129 1.867 -1.424  C2 1.555, H3 1.095, H4 1.137, H5 1.024
2 C 1.711 1.000 -2.645  C1 1.555, H6 1.117, H7 1.068, H8 1.054
3 H 2.461 1.071 -0.749  C1 1.095
4 H 2.981 2.603 -1.585  C1 1.137
5 H 1.248 2.289 -1.116  C1 1.024
6 H 2.028 1.411 -3.635  C2 1.117
7 H 0.644 0.979 -2.605  C2 1.068
8 H 2.068 0.022 -2.479  C2 1.054
9 C -2.405 0.488 -0.490  C11 1.505, H19 1.111, H20 1.229, H24 1.163
10 C -0.554 -1.040 -0.135  C11 1.363, C12 1.336, H17 1.140
11 C -1.631 -0.422 0.425  C9 1.505, C10 1.363, C13 1.433
12 C 0.326 -1.651 0.664  C10 1.336, C14 1.434, H18 1.149
13 C -1.746 -0.262 1.844  C11 1.433, C15 1.379, H21 1.128
14 C 0.277 -1.502 2.090  C12 1.434, C15 1.374, O16 1.332
15 C -0.815 -0.883 2.651  C13 1.379, C14 1.374, H22 1.089
16 O 1.303 -1.950 2.812  C14 1.332, H23 0.958
17 H -0.602 -1.115 -1.271  C10 1.140
18 H 1.240 -2.197 0.230  C12 1.149
19 H -3.129 1.176 -0.004  C9 1.111
20 H -3.217 -0.149 -1.156  C9 1.229
21 H -2.711 0.110 2.295  C13 1.128
22 H -0.878 -1.044 3.726  C15 1.089
23 H 1.184 -2.067 3.755  O16 0.958
24 H -1.911 1.267 -1.197  C9 1.163

Calculated values
**Net charge**: 0
**Kohn-Sham gap**: 9.0 eV
**SMILES**: Cc1ccc(O)cc1.CC


Short version: #z is the least stable of them.


#w
A cluster of 2 separate species, C9H14O in total, computed with ωB97M-V/def2-TZVPD.

Each atom is followed by the atoms it is bonded to, with distances in Å.
Positions of all 24 atoms, in Å:
1 C 1.443 -0.751 1.836  C5 1.475, H13 1.119, H14 1.065, H16 1.138
2 C -1.755 0.211 0.191  C3 1.377, C4 1.426, H9 1.075
3 C -1.843 -0.717 -0.824  C2 1.377, C6 1.447, O8 1.354
4 C -0.688 0.105 1.132  C2 1.426, C5 1.381, H10 1.042
5 C 0.377 -0.715 0.817  C1 1.475, C4 1.381, C7 1.434
6 C -0.658 -1.435 -1.244  C3 1.447, C7 1.366, H11 1.092
7 C 0.382 -1.528 -0.363  C5 1.434, C6 1.366, H15 1.023
8 O -2.874 -0.738 -1.702  C3 1.354, H12 0.945
9 H -2.454 1.023 0.276  C2 1.075
10 H -0.595 0.704 1.978  C4 1.042
11 H -0.780 -1.965 -2.191  C6 1.092
12 H -3.523 -0.078 -1.515  O8 0.945
13 H 1.123 -0.603 2.898  C1 1.119
14 H 2.287 -0.124 1.673  C1 1.065
15 H 1.189 -2.135 -0.530  C7 1.023
16 H 1.925 -1.777 1.933  C1 1.138
17 C 1.541 2.553 0.085  C18 1.539, H19 1.111, H20 1.078, H21 1.006
18 C 2.919 1.901 -0.126  C17 1.539, H22 1.180, H23 1.023, H24 1.189
19 H 1.063 2.468 1.084  C17 1.111
20 H 1.676 3.619 -0.014  C17 1.078
21 H 0.942 2.026 -0.527  C17 1.006
22 H 2.780 0.745 0.059  C18 1.180
23 H 3.209 2.055 -1.095  C18 1.023
24 H 3.839 2.209 0.561  C18 1.189

Calculated values
**Net charge**: 0
**Kohn-Sham gap**: 9.1 eV
**SMILES**: Cc1ccc(O)cc1.CC


#x
A cluster of 2 separate species, C9H14O in total, computed with ωB97M-V/def2-TZVPD.

Each atom is followed by the atoms it is bonded to, with distances in Å.
Positions of all 24 atoms, in Å:
1 C 2.773 1.663 -1.708  C2 1.515, H3 1.101, H4 1.099, H5 1.095
2 C 2.662 0.381 -2.507  C1 1.515, H6 1.100, H7 1.081, H8 1.084
3 H 3.154 2.552 -2.234  C1 1.101
4 H 1.770 2.045 -1.471  C1 1.099
5 H 3.564 1.634 -0.951  C1 1.095
6 H 3.310 0.477 -3.390  C2 1.100
7 H 1.673 0.287 -2.934  C2 1.081
8 H 2.919 -0.494 -1.920  C2 1.084
9 C -1.564 -0.782 3.560  C13 1.506, H21 1.093, H22 1.077, H24 1.100
10 C -1.660 -1.663 -0.155  C11 1.382, C12 1.428, H17 1.080
11 C -1.740 -1.685 1.224  C10 1.382, C13 1.389, H18 1.103
12 C -1.090 -0.504 -0.765  C10 1.428, C14 1.389, O16 1.351
13 C -1.345 -0.660 2.074  C9 1.506, C11 1.389, C15 1.381
14 C -0.698 0.555 0.045  C12 1.389, C15 1.386, H20 1.073
15 C -0.791 0.423 1.421  C13 1.381, C14 1.386, H23 1.095
16 O -1.230 -0.393 -2.104  C12 1.351, H19 0.958
17 H -2.195 -2.372 -0.769  C10 1.080
18 H -2.265 -2.531 1.700  C11 1.103
19 H -1.381 0.496 -2.426  O16 0.958
20 H -0.394 1.493 -0.378  C14 1.073
21 H -1.164 0.137 3.995  C9 1.093
22 H -1.277 -1.757 3.914  C9 1.077
23 H -0.414 1.300 1.956  C15 1.095
24 H -2.617 -0.602 3.822  C9 1.100

Calculated values
**Net charge**: 0
**Kohn-Sham gap**: 9.2 eV
**SMILES**: Cc1ccc(O)cc1.CC


Short version: #w is the least stable of them.